# 1
Below is a molecular structure, C46H50CdClN3O7STe, with properties calculated with ωB97M-V with the def2-TZVPD basis set.

Last column: Mulliken spin population.
CARTESIAN COORDINATES (ANGSTROEM)
1 Cd -0.650 -0.700 -0.404  -0.007
2 C -2.210 -0.739 2.883  0.040
3 C -2.357 0.548 2.076  -0.040
4 O -2.992 1.449 2.683  0.032
5 N -1.842 0.649 0.844  0.212
6 Te -2.403 2.573 0.226  0.382
7 C -3.004 4.257 1.554  0.323
8 C -1.957 4.922 2.206  -0.061
9 C -0.517 4.626 1.992  0.022
10 C -2.292 5.974 3.085  0.003
11 C -3.644 6.294 3.347  0.020
12 C -4.053 7.369 4.333  -0.001
13 C -4.663 5.520 2.791  0.004
14 C -4.374 4.487 1.894  -0.051
15 C -5.421 3.522 1.361  0.051
16 C -3.937 2.203 -1.354  0.195
17 C -3.926 3.036 -2.434  -0.065
18 C -2.716 3.934 -2.740  0.026
19 C -4.990 3.237 -3.248  0.006
20 C -6.236 2.637 -3.000  0.002
21 C -7.487 3.146 -3.652  0.000
22 C -6.228 1.640 -2.012  -0.001
23 C -5.073 1.386 -1.300  -0.058
24 C -5.047 0.189 -0.389  0.006
25 H -2.329 -0.353 3.888  -0.004
26 H -1.239 -1.204 2.785  -0.012
27 H -2.859 -1.601 2.772  -0.005
28 H -0.134 4.933 0.971  -0.006
29 H -0.301 3.589 2.182  -0.003
30 H 0.013 5.161 2.784  -0.001
31 H -1.548 6.594 3.558  -0.002
32 H -3.858 7.072 5.371  0.002
33 H -5.150 7.471 4.197  0.000
34 H -3.616 8.352 4.107  0.001
35 H -5.663 5.837 2.966  0.000
36 H -6.375 3.823 1.773  0.002
37 H -5.276 2.459 1.621  -0.006
38 H -5.443 3.581 0.273  -0.002
39 H -1.740 3.417 -2.558  -0.026
40 H -2.688 4.839 -2.137  0.005
41 H -2.631 4.170 -3.826  0.003
42 H -4.843 3.867 -4.116  0.001
43 H -7.530 4.231 -3.698  0.000
44 H -8.371 2.775 -3.134  0.000
45 H -7.529 2.762 -4.683  0.000
46 H -7.112 1.094 -1.704  0.000
47 H -5.370 -0.801 -0.784  -0.001
48 H -5.651 0.376 0.473  -0.003
49 H -3.974 0.073 -0.125  0.006
50 C 0.449 -0.336 -4.078  0.000
51 S 0.257 1.323 -3.444  -0.001
52 C 1.999 1.820 -2.873  0.000
53 O -0.593 1.070 -2.237  -0.009
54 H 0.985 -0.889 -3.294  0.000
55 H 1.033 -0.368 -4.983  0.000
56 H -0.530 -0.795 -4.172  0.000
57 H 2.653 1.294 -3.664  0.000
58 H 2.235 1.398 -1.879  0.000
59 H 2.013 2.916 -2.907  0.000
60 C 5.296 -4.088 -2.442  0.000
61 C 4.315 -4.707 -3.348  0.000
62 C 4.679 -5.584 -4.372  0.000
63 C 3.770 -6.129 -5.259  0.000
64 Cl 4.195 -7.501 -6.240  0.000
65 C 2.446 -5.625 -5.290  0.000
66 C 1.992 -4.741 -4.280  0.000
67 C 2.889 -4.394 -3.276  0.000
68 O 2.468 -3.866 -2.059  0.000
69 C 1.124 -4.308 -1.640  0.001
70 C -0.053 -3.422 -2.008  0.003
71 O -0.524 -3.436 -3.134  0.000
72 O -0.397 -2.691 -1.025  0.009
73 H 6.176 -3.804 -3.049  0.000
74 H 5.533 -4.810 -1.638  0.000
75 H 4.918 -3.135 -2.033  0.000
76 H 5.743 -5.763 -4.491  0.000
77 H 1.856 -5.837 -6.188  0.000
78 H 0.939 -4.532 -4.052  0.000
79 H 1.210 -4.342 -0.546  0.000
80 H 0.889 -5.263 -2.031  0.000
81 O 1.601 -0.281 -0.602  0.004
82 C 2.023 -0.780 0.483  0.002
83 N 3.293 -1.081 0.779  -0.001
84 C 3.392 -1.807 2.081  0.001
85 C 1.870 -1.701 2.502  0.000
86 O 1.544 -2.168 3.602  0.000
87 N 1.180 -1.055 1.572  0.004
88 C 3.778 -3.237 2.013  0.000
89 C 3.973 -3.925 0.816  0.000
90 C 4.296 -5.283 0.847  0.000
91 C 4.340 -6.012 1.982  0.000
92 C 4.188 -5.371 3.204  0.000
93 C 3.907 -4.005 3.186  0.000
94 C 4.206 -0.980 3.127  0.000
95 C 5.543 -1.316 3.474  0.000
96 C 6.216 -0.508 4.393  0.000
97 C 5.586 0.626 4.929  0.000
98 C 4.348 1.017 4.489  0.000
99 C 3.660 0.215 3.611  0.000
100 H 3.977 -1.141 0.049  0.000
101 H 3.731 -3.435 -0.161  0.000
102 H 4.517 -5.821 -0.068  0.000
103 H 4.486 -7.098 1.876  0.000
104 H 4.122 -5.950 4.117  0.000
105 H 3.644 -3.490 4.093  0.000
106 H 6.009 -2.227 3.068  0.000
107 H 7.203 -0.759 4.785  0.000
108 H 6.202 1.115 5.704  0.000
109 H 3.823 1.854 4.970  0.000
110 H 2.606 0.476 3.315  0.000

Computed properties:
Gap between HOMO and LUMO (alpha / beta), eV: 4.71 / 7.42
HOMO level (alpha / beta), eV: -2.71 / -5.42
Electronic energy, Eh: -3767.9363
Net charge: -1
Strongest force on any atom, eV/A: 3.5
2S+1: 2

---

# 2
Below is a molecular structure, C46H50FIMnN4O5, with properties calculated with ωB97M-V with the def2-TZVPD basis set.

Last column: Mulliken spin population.
CARTESIAN COORDINATES (ANGSTROEM)
1 Mn 0.286 0.352 -0.478  1.054
2 C -0.465 -2.474 -4.077  0.000
3 C 0.059 -1.063 -3.791  -0.009
4 C 1.257 -0.721 -4.671  0.000
5 C -1.087 -0.083 -3.907  0.003
6 C -1.397 0.505 -5.125  -0.002
7 C -2.498 1.335 -5.261  0.002
8 C -3.294 1.579 -4.155  0.000
9 C -3.005 1.025 -2.909  0.004
10 C -3.926 1.345 -1.744  0.000
11 C -4.406 2.802 -1.761  0.000
12 C -5.154 0.428 -1.727  0.000
13 C -1.883 0.186 -2.777  0.000
14 N -1.454 -0.318 -1.529  -0.023
15 C -2.153 -1.274 -0.935  0.014
16 O -3.128 -1.926 -1.357  -0.003
17 C -1.646 -1.557 0.462  -0.018
18 C -2.254 -2.473 1.307  0.006
19 C -1.727 -2.646 2.579  -0.010
20 C -0.615 -1.909 2.969  0.012
21 C -0.073 -1.009 2.067  -0.014
22 N -0.595 -0.844 0.857  -0.030
23 C 1.095 -0.115 2.421  0.014
24 O 1.705 -0.358 3.479  0.000
25 N 1.280 0.885 1.561  -0.012
26 C 2.159 1.900 1.989  0.009
27 C 1.906 2.641 3.170  0.004
28 C 2.823 3.590 3.602  -0.003
29 C 3.979 3.863 2.889  0.003
30 C 4.192 3.190 1.700  0.000
31 C 3.299 2.234 1.229  -0.006
32 C 3.583 1.573 -0.101  -0.009
33 C 4.769 0.611 -0.008  0.000
34 C 3.803 2.605 -1.208  0.002
35 C 0.630 2.473 3.976  0.004
36 C -0.123 3.803 4.079  -0.001
37 C 0.892 1.906 5.371  0.000
38 H 0.331 -3.210 -3.948  0.000
39 H -1.277 -2.730 -3.394  0.000
40 H -0.843 -2.536 -5.104  0.001
41 H 0.393 -1.043 -2.755  0.023
42 H 1.051 -0.907 -5.731  0.000
43 H 1.552 0.322 -4.545  0.001
44 H 2.102 -1.355 -4.388  0.000
45 H -0.760 0.314 -5.980  0.000
46 H -2.729 1.793 -6.216  0.000
47 H -4.158 2.227 -4.258  0.000
48 H -3.353 1.175 -0.827  0.000
49 H -5.239 2.929 -2.459  0.000
50 H -4.761 3.104 -0.772  0.000
51 H -3.617 3.489 -2.068  0.000
52 H -5.726 0.572 -2.650  0.000
53 H -4.858 -0.616 -1.653  0.001
54 H -5.806 0.679 -0.884  0.000
55 H -3.105 -3.022 0.931  0.001
56 H -2.179 -3.354 3.264  -0.001
57 H -0.145 -2.009 3.937  0.000
58 H 2.624 4.132 4.521  0.000
59 H 4.689 4.601 3.246  0.000
60 H 5.074 3.415 1.109  0.000
61 H 2.712 0.982 -0.368  0.028
62 H 5.696 1.145 0.226  0.001
63 H 4.603 -0.137 0.769  0.000
64 H 4.906 0.089 -0.959  0.000
65 H 4.734 3.162 -1.047  0.000
66 H 3.850 2.119 -2.184  -0.001
67 H 2.985 3.323 -1.240  0.000
68 H -0.009 1.773 3.437  0.001
69 H 0.438 4.529 4.675  0.000
70 H -0.282 4.243 3.094  0.000
71 H -1.097 3.663 4.555  0.000
72 H 1.543 2.576 5.943  0.000
73 H -0.046 1.802 5.925  0.000
74 H 1.369 0.931 5.293  0.000
75 C -0.088 7.646 -2.398  0.000
76 C -1.257 6.771 -2.836  -0.001
77 C -2.615 7.432 -2.636  0.000
78 C -2.896 7.658 -1.157  -0.001
79 C -2.677 6.390 -0.373  -0.001
80 C -3.298 6.190 0.842  0.001
81 C -3.109 5.004 1.542  0.001
82 F -3.753 4.856 2.725  0.000
83 C -2.311 4.003 1.065  0.000
84 C -1.666 4.188 -0.159  -0.008
85 C -0.837 3.075 -0.697  -0.005
86 O -0.792 2.019 -0.057  0.007
87 C -0.164 3.338 -1.946  0.002
88 C -0.410 4.512 -2.569  -0.004
89 N -1.240 5.492 -2.125  0.000
90 C -1.847 5.369 -0.882  0.001
91 C 0.842 2.398 -2.616  0.006
92 O 1.323 2.792 -3.684  0.008
93 O 1.110 1.318 -2.023  -0.002
94 H -0.102 8.600 -2.931  0.000
95 H 0.858 7.147 -2.608  0.000
96 H -0.124 7.845 -1.327  0.000
97 H -1.143 6.524 -3.894  0.000
98 H -3.383 6.779 -3.058  0.000
99 H -2.640 8.375 -3.187  0.000
100 H -3.923 8.000 -1.014  0.000
101 H -2.248 8.450 -0.769  0.000
102 H -3.950 6.950 1.256  0.000
103 H -2.172 3.071 1.597  0.001
104 H 0.086 4.688 -3.517  -0.002
105 I 1.055 -3.320 -0.915  -0.002
106 C 1.671 -1.196 -0.789  -0.050
107 H 2.237 -1.095 -1.721  0.003
108 H 2.398 -1.273 0.023  0.004

Computed properties:
Gap between HOMO and LUMO (alpha / beta), eV: 5.37 / 4.63
HOMO level (alpha / beta), eV: -1.80 / -1.06
Electronic energy, Eh: -3926.8880
Net charge: -2
Strongest force on any atom, eV/A: 1.4
2S+1: 2